122
Properties=species:S:1:pos:R:3:forces:R:3 method="wB97M-V/def2-TZVPD" lumo_energy_ev=0.04 charge=0 total_energy_ha=-2085.88916 homo_ev=-9.134 e_above_lowest_ev=5.6684 smiles=COC[C@H](C)N.COC[C@H](C)N.COC[C@H](C)N.COC[C@H](C)N.CC(C)O.CC(C)O.CC(C)O.CO.CO.CO
C 6.395805 19.360023 17.696811 -1.45 -1.33 -0.02
C 5.334460 18.197817 18.020210 2.21 0.61 0.55
C 4.040188 18.284620 17.322456 -1.49 1.44 0.04
O 5.919845 16.956491 17.765828 1.21 -1.29 -0.93
H 6.882951 19.156931 16.743113 -0.17 -0.14 -0.11
H 7.195237 19.462779 18.430610 -0.32 -0.08 0.20
H 5.818534 20.278487 17.590499 0.26 0.16 0.17
H 5.166615 18.081862 19.090951 -0.36 1.35 0.39
H 3.321152 17.670059 17.864144 -0.17 -0.24 -0.31
H 3.984455 18.108231 16.248271 0.52 -0.35 0.08
H 3.690448 19.308917 17.451306 -0.35 0.14 0.02
H 5.230620 16.303676 17.908663 0.10 -0.29 -0.06
C 9.580826 13.654861 27.114320 1.11 -0.43 -1.19
C 9.709534 14.450906 28.401345 1.39 -1.14 1.40
C 11.019091 14.205227 29.226587 -0.62 -0.93 -0.43
O 9.880146 15.787680 28.150355 -0.39 2.38 -1.05
H 8.644889 13.759429 26.565511 -0.13 0.35 0.24
H 9.851990 12.604769 27.005332 -0.52 -0.52 1.37
H 10.396138 13.951470 26.454494 -0.05 1.00 -0.27
H 8.832005 14.324399 29.035412 -0.15 -0.35 0.17
H 11.058388 13.158153 29.526901 0.34 -0.02 0.13
H 11.135988 14.850301 30.097413 -0.71 -0.05 0.09
H 11.886689 14.490177 28.631468 -0.08 -0.40 -0.40
H 9.377574 16.065642 27.381098 -0.19 0.14 -0.09
C 1.560536 23.516326 21.041013 -0.65 0.20 0.90
C 2.586927 23.299827 22.226553 -1.94 -0.57 -0.92
C 3.457643 22.087226 22.116477 0.62 -0.17 -1.13
O 3.302665 24.479649 22.332468 0.84 0.82 0.24
H 0.765129 22.783462 20.905585 0.46 -0.62 0.04
H 1.972357 23.766886 20.063399 0.68 -0.50 0.00
H 0.956722 24.403140 21.233542 0.20 0.30 0.53
H 2.078711 23.138364 23.177215 -0.58 0.51 -0.07
H 4.059627 21.971596 23.017783 -0.19 -0.28 0.00
H 4.148726 22.206321 21.282028 0.25 0.10 -0.13
H 2.868308 21.213797 21.837373 -0.03 -0.18 0.54
H 3.565384 24.670964 21.429160 0.35 0.39 -0.01
C 3.343177 11.738517 28.103555 1.46 0.94 1.24
C 4.333047 10.855728 27.324350 -1.45 0.07 0.04
C 4.481376 9.400585 27.826131 2.13 0.58 0.44
O 5.293264 9.354287 29.015657 -2.42 0.24 0.47
C 6.644730 9.630811 28.989010 0.87 -0.71 -0.16
N 3.802202 10.875272 25.981289 0.07 -0.33 -0.51
H 2.335534 11.418681 28.368990 0.29 -0.83 -0.05
H 3.181249 12.719087 27.655950 0.27 -0.17 -0.66
H 3.923480 12.008669 28.985809 -0.61 -0.13 0.74
H 5.316759 11.325191 27.319984 -0.02 0.04 0.18
H 5.009677 8.821769 27.068530 0.20 0.03 -0.50
H 3.574089 8.819898 27.992662 -0.26 0.53 0.42
H 7.141233 8.720378 28.653305 0.56 -0.04 -0.12
H 6.956604 9.826404 30.014968 -0.05 0.00 0.00
H 7.011114 10.456694 28.379288 -0.40 0.26 -0.24
H 2.979011 10.310010 26.132719 -0.55 -0.14 -1.00
H 4.426655 10.368493 25.370268 -0.07 -0.29 -0.37
C 10.813697 19.715964 24.700096 -0.56 -0.36 -0.63
C 9.573265 19.363201 23.845991 -0.96 -0.28 -0.81
C 9.698528 18.272993 22.685156 0.21 1.75 2.61
O 10.619098 18.821336 21.803825 0.95 -1.44 -0.42
C 11.506954 17.862779 21.205646 0.14 1.23 -0.83
N 8.511721 18.880123 24.702056 -0.67 -0.82 0.93
H 11.004221 18.912565 25.411679 0.18 -0.20 -0.20
H 10.626445 20.596023 25.315353 -0.20 0.13 -0.14
H 11.685243 19.931489 24.081984 -0.01 -0.15 0.01
H 9.158000 20.229878 23.331665 0.69 0.55 -0.25
H 8.712794 18.101878 22.252555 -0.15 0.12 -0.26
H 9.981869 17.362296 23.212841 0.52 -0.35 -0.39
H 11.154510 17.638635 20.198861 -0.20 -0.42 0.00
H 11.721092 16.948537 21.759193 -0.42 0.13 0.33
H 12.446200 18.393510 21.049899 0.13 -0.05 0.15
H 8.110838 19.577194 25.313185 0.34 0.27 0.15
H 7.721638 18.559962 24.160431 -0.03 -0.14 -0.22
C 8.141563 8.952174 21.978746 1.00 -0.05 -0.47
C 7.728398 10.267857 21.267446 -0.30 -0.69 0.59
C 8.388639 10.598407 19.922545 1.38 -0.22 1.19
O 8.494114 9.457572 19.084977 0.16 0.38 -0.05
C 9.325023 9.716138 17.952782 0.19 -0.99 0.42
N 6.346021 10.058333 21.150214 -2.82 -0.33 -0.97
H 9.205087 8.805271 22.166996 0.13 0.38 0.19
H 7.883232 8.085866 21.369735 -0.22 0.13 -0.28
H 7.564001 8.844155 22.896818 0.19 0.27 0.00
H 7.738846 11.082602 21.991457 1.17 0.39 -0.20
H 9.338881 10.937282 20.335217 1.03 -0.03 -0.84
H 8.012089 11.430983 19.328299 -0.69 0.18 0.39
H 8.885649 10.387825 17.215294 -0.06 0.33 0.22
H 9.514690 8.765194 17.454953 -0.35 -0.12 0.01
H 10.316392 10.022044 18.287041 0.00 0.56 -0.02
H 6.266704 9.399864 20.388495 -0.64 -0.44 -0.13
H 5.885755 10.889265 20.806982 -0.18 0.27 -0.04
C -3.138030 19.075289 23.621344 -0.05 1.26 0.62
C -2.588543 17.793199 24.168054 -1.01 -2.32 0.21
C -3.579328 16.582335 23.890867 -0.10 0.57 0.52
O -3.851909 16.223897 22.556010 -0.56 -0.07 -1.02
C -4.988809 15.336817 22.377218 0.42 0.33 1.15
N -1.253066 17.525242 23.665167 -0.46 0.36 -1.02
H -2.664785 19.961737 24.043650 0.59 -0.14 0.10
H -4.164394 19.241274 23.948643 -0.28 -0.40 -0.43
H -3.022461 19.193112 22.543912 -0.26 -0.38 -0.05
H -2.590463 17.712772 25.255083 0.06 0.73 0.25
H -4.487069 16.910058 24.397528 -0.47 -0.26 0.06
H -3.178757 15.717135 24.419150 0.07 -0.25 0.20
H -5.857397 15.699415 22.926937 -0.09 0.41 0.03
H -4.798825 14.358028 22.817640 0.37 -0.20 -0.05
H -5.303584 15.187969 21.344329 0.65 0.45 -0.10
H -0.951572 16.582797 23.867659 0.05 -0.23 0.65
H -1.577014 17.400557 22.716690 1.11 0.13 -1.12
C -1.634937 10.675934 24.114282 1.42 0.12 1.46
O -2.276891 10.040846 25.245102 0.24 0.32 -0.88
H -0.596686 10.358731 24.016726 -0.05 -1.46 -0.59
H -2.185872 10.587247 23.177952 -0.04 0.27 0.40
H -1.276553 11.649870 24.447603 -1.32 1.02 -0.60
H -2.062191 10.623009 25.977628 -0.23 -0.25 0.21
C 2.463126 12.045916 17.786715 0.32 -0.51 -1.89
O 3.853083 11.951864 17.440831 0.26 0.17 0.94
H 2.205404 13.059427 18.094107 0.21 -0.32 0.37
H 2.018160 11.863920 16.808454 -1.05 0.22 0.15
H 2.142567 11.225430 18.428690 -0.01 0.43 0.52
H 3.970018 11.038647 17.168889 0.29 0.02 -0.07
C 3.698345 15.128053 22.806904 1.17 0.09 -0.24
O 2.531321 14.456376 23.111616 -1.70 -0.31 1.01
H 3.661797 16.217383 22.818337 -0.78 0.03 -0.31
H 4.415928 14.923202 23.601396 0.66 -0.24 -0.41
H 3.940313 14.730453 21.821276 1.14 0.56 -0.09
H 2.833415 13.684577 23.596048 -0.50 -0.18 0.07